DFT (ωB97M-V/def2-TZVPD) results for 21 unconnected molecules or ions with the total composition C92H190F4O17.

Geometry as XYZ:
```
303
Properties=species:S:1:pos:R:3:forces:R:3
F -4.39324 2.61885 4.50662 0.3321 0.1879 -0.5391
C -3.65488 3.73228 4.18267 -1.3230 -1.3929 0.6978
C -3.28438 4.47646 5.26419 0.9604 1.4123 -0.1306
C -2.58893 5.66510 4.99871 -0.2794 -0.7819 0.4194
C -2.30955 5.98438 3.68808 0.6198 0.8076 -0.1333
C -2.71742 5.20279 2.63660 -0.3047 -0.8822 -0.7352
C -3.43003 4.02459 2.86524 0.3796 0.4801 0.2515
H -3.49992 4.12723 6.25380 -0.1659 -0.0161 0.3042
H -2.24042 6.31056 5.79444 -0.0877 -0.0718 0.0692
H -1.70589 6.85297 3.45668 -0.1105 0.1575 0.1142
H -2.45801 5.48618 1.62445 -0.0572 0.0253 -0.0414
H -3.78899 3.33399 2.12349 0.0228 0.0588 -0.3645
F 0.25947 -0.24662 -0.39022 -0.0235 0.4954 1.4819
C 0.18182 0.50872 0.79404 -0.1410 -0.9219 -1.2190
C 0.02805 1.86390 0.61676 0.6378 -1.0029 -0.4537
C 0.00850 2.64603 1.73974 -0.1923 0.7436 0.3142
C 0.03434 2.04671 2.98834 0.1395 -0.0176 0.4011
C 0.17430 0.66597 3.13062 -0.3471 1.0888 0.4235
C 0.25676 -0.13189 2.02469 0.0006 -0.3907 -1.5109
H 0.08923 2.21868 -0.39698 -0.1867 0.4050 -0.1162
H 0.01651 3.72015 1.59017 -0.1507 -0.0074 0.3377
H -0.01724 2.61658 3.91054 -0.0121 0.2107 -0.1834
H 0.17012 0.32120 4.14533 0.1415 -0.5615 0.2106
H 0.36084 -1.20679 2.02323 0.0252 0.0086 0.3597
F -3.21304 -5.71116 -6.86684 0.2177 -0.2925 0.1874
C -2.49488 -5.60825 -5.72398 -0.2734 1.4264 0.1568
C -2.50318 -6.62222 -4.79761 -0.4178 -0.2597 -1.0638
C -1.79561 -6.44705 -3.63440 0.5994 -0.3934 1.0465
C -1.14465 -5.25094 -3.34119 -0.4942 -1.0400 -0.5236
C -1.22533 -4.23304 -4.26553 0.5556 0.5363 0.4445
C -1.88941 -4.38300 -5.45615 -0.5011 -0.3174 -0.7632
H -3.07504 -7.49562 -5.08025 0.1645 -0.2940 0.3581
H -1.68801 -7.27181 -2.92717 -0.2559 0.1659 -0.1587
H -0.57011 -5.20362 -2.43984 0.1915 0.3148 0.3973
H -0.73351 -3.30112 -4.05121 0.0912 0.3406 -0.0145
H -1.97154 -3.56339 -6.16403 0.1184 -0.1267 0.0111
F 1.69594 -2.97613 3.63439 -0.4680 0.2090 1.5701
C 1.13697 -3.44222 4.83512 0.4598 0.3101 -1.3252
C 0.76621 -2.60084 5.87979 0.0877 0.5432 -1.5238
C 0.11986 -3.19633 6.92790 -0.5774 -0.9437 0.3256
C -0.09111 -4.58554 6.95128 -0.3374 0.5504 0.8246
C 0.31246 -5.39476 5.91766 0.7232 0.3515 -0.3868
C 0.94238 -4.79861 4.83720 0.0691 0.3115 0.4596
H 0.81882 -1.51570 5.77941 0.1691 -0.2765 0.1011
H -0.33402 -2.59271 7.69983 0.2256 0.0825 0.1790
H -0.59804 -4.98279 7.81796 -0.0614 -0.2136 0.0019
H 0.25016 -6.46384 5.89190 -0.3985 -0.3691 0.3653
H 1.34534 -5.35651 4.02806 0.0756 -0.4706 -0.6425
C 4.65830 3.30099 -7.28064 0.1532 0.1442 0.0838
C 4.53530 2.32008 -6.15160 0.1168 -0.7118 -0.5478
O 3.96127 2.92804 -5.04797 -0.6324 0.7283 -0.2106
C 3.76918 2.00938 -4.01674 0.2858 0.0810 0.9298
C 3.43737 2.82840 -2.80179 -0.3004 0.5022 0.3246
H 3.69258 3.57261 -7.70116 -0.0438 0.0988 -0.0133
H 5.15236 4.19440 -6.86182 -0.1434 -0.2283 -0.4639
H 5.27608 2.83933 -8.05669 -0.0491 0.3054 -0.0272
H 3.92584 1.42460 -6.39795 0.4017 0.2171 -0.2495
H 5.55958 1.99804 -5.90839 -0.1054 -0.2839 0.1474
H 2.92066 1.32321 -4.15625 0.2618 -0.0837 -0.5564
H 4.70143 1.43805 -3.94584 -0.2092 -0.3034 0.4577
H 4.19680 3.57488 -2.54979 0.1185 -0.2911 -0.0222
H 3.19509 2.22387 -1.93174 0.1241 -0.1021 0.0946
H 2.53660 3.39771 -3.04585 -0.0753 0.0042 0.0749
C 3.04659 -1.23428 -1.78998 -0.4143 -0.3451 -0.4898
C 4.29868 -1.82883 -2.37538 0.6268 0.6583 -0.2946
O 4.53178 -1.27831 -3.69376 0.6196 -1.4768 0.6781
C 5.64275 -2.00955 -4.27917 -0.0591 0.4716 -0.0238
C 5.69574 -1.46266 -5.70898 -0.4381 -0.1414 0.6633
H 2.21087 -1.47922 -2.47071 0.1048 0.1313 0.4325
H 2.86229 -1.68720 -0.80639 -0.1178 0.2609 -0.1735
H 3.10765 -0.14286 -1.71865 0.0334 -0.2131 0.1386
H 5.16689 -1.56092 -1.74030 -0.1701 -0.2417 -0.1496
H 4.25010 -2.92318 -2.46725 -0.1248 0.2011 0.1461
H 6.57061 -1.77784 -3.71009 -0.3831 -0.0027 -0.2805
H 5.49653 -3.11255 -4.18150 -0.1780 0.6844 -0.2957
H 4.72330 -1.69239 -6.16527 0.2972 0.1174 -0.1211
H 6.49777 -1.83513 -6.34482 0.0438 -0.0448 0.1968
H 5.76856 -0.37782 -5.57333 0.0751 -0.1528 -0.4241
C -8.45887 1.67628 -0.38589 0.1067 0.1021 -0.0383
C -6.96701 1.90340 -0.38085 0.5041 1.3964 -0.9281
O -6.26061 0.77589 -0.03663 0.7412 -1.8336 0.2383
C -4.84285 0.82336 -0.25196 -0.1492 1.2990 0.0371
C -4.15656 -0.28469 0.51530 -0.1105 0.3937 -0.6150
H -8.78955 1.30084 0.58343 -0.0892 0.0211 -0.0688
H -8.93814 2.64283 -0.59588 -0.0400 -0.3108 0.1000
H -8.73263 0.96657 -1.17135 -0.0343 0.0365 0.1568
H -6.64772 2.24266 -1.39683 -0.1907 -0.0554 0.3633
H -6.69198 2.72304 0.30818 -0.1659 0.0122 -0.0537
H -4.56865 0.75991 -1.32510 -0.4485 -0.0544 0.3515
H -4.50790 1.82810 0.09132 0.0778 -0.3713 -0.0534
H -3.08042 -0.25340 0.28044 -0.2630 -0.0068 0.3007
H -4.54916 -1.20514 0.09593 0.0281 -0.4126 0.3329
H -4.34897 -0.20482 1.58608 0.1029 -0.0887 -0.1883
C 1.95551 5.00717 4.70239 -0.7387 -0.2768 0.6260
C 1.08752 6.13952 5.25766 0.2934 -0.0466 -0.3919
O 1.78299 6.77725 6.32079 -0.4763 0.6143 -0.5477
C 1.09262 7.98530 6.68042 0.1048 -0.6395 0.5036
C 1.80292 8.52577 7.90710 0.1408 0.0758 -0.4152
H 2.95926 5.30376 4.41064 -0.0104 0.2869 0.1055
H 2.01403 4.26501 5.50184 0.3502 -0.1061 -0.0772
H 1.49288 4.49699 3.85614 -0.1316 0.2033 -0.0753
H 0.86114 6.88012 4.48203 0.0980 0.0644 -0.1453
H 0.09646 5.78210 5.60781 0.4859 -0.1255 -0.0567
H 1.07932 8.74394 5.87846 0.2351 -0.3766 -0.0358
H 0.05271 7.68715 6.85116 -0.1551 0.3007 0.2782
H 1.79997 7.82371 8.73735 -0.0518 -0.0868 -0.0518
H 1.42056 9.48221 8.24687 -0.2789 0.1041 -0.0170
H 2.82900 8.69686 7.58736 0.2075 -0.0247 0.2317
C -1.49078 4.04778 -2.57933 -0.7808 -0.4911 -0.2000
C -2.70882 4.49552 -3.39383 -0.0403 0.8777 -0.2869
O -3.76618 5.04511 -2.61225 0.2440 -0.5240 0.4062
C -5.00774 5.23300 -3.27959 -0.2557 0.4815 0.8422
C -6.01140 5.58243 -2.14941 0.5719 0.2388 -0.5209
H -0.74553 3.79810 -3.35081 -0.0453 0.0184 0.5910
H -1.13353 4.87237 -1.95209 -0.0243 -0.0970 -0.1559
H -1.69698 3.17224 -1.94615 0.0535 0.3053 -0.1452
H -2.27883 5.28698 -4.03943 -0.5163 -0.1959 -0.1890
H -3.17940 3.73361 -4.03482 0.6022 -0.1771 0.1073
H -4.92944 6.13923 -3.91443 -0.0709 -0.5547 -0.2244
H -5.30190 4.33690 -3.87061 0.2159 0.4980 0.2481
H -6.96635 5.94844 -2.53201 0.0160 -0.2401 -0.1197
H -5.55614 6.42461 -1.61598 -0.1392 -0.1974 0.1331
H -6.16977 4.76146 -1.44804 0.0517 0.0090 -0.1580
C 5.35909 -1.48289 1.48527 -0.5378 -0.7475 -0.0847
C 4.61721 -2.81986 1.58623 0.1372 -0.6027 0.0266
O 5.31348 -3.72084 2.46206 -0.8008 -0.3542 -0.0067
C 4.55266 -4.94541 2.72655 0.8574 0.5445 -0.8583
C 5.58299 -6.03616 3.04156 -0.5270 1.1444 0.2682
H 6.37863 -1.63146 1.13263 0.0327 0.0783 0.0495
H 4.80832 -0.85648 0.77329 0.1971 0.0309 0.1321
H 5.35564 -1.00140 2.46786 0.1162 0.0035 -0.1667
H 3.59929 -2.63515 1.94782 -0.0133 -0.0260 0.1629
H 4.49994 -3.35788 0.61774 0.1751 0.5801 0.1480
H 3.81163 -4.72830 3.50489 0.2087 -0.2400 0.0769
H 4.01980 -5.23501 1.80788 -0.1330 0.1992 0.0939
H 6.13308 -5.67461 3.90133 0.3491 -0.1605 0.1334
H 6.23742 -6.15214 2.18154 0.0992 -0.0689 0.0229
H 5.12868 -6.97858 3.30206 -0.2681 -0.3299 -0.0046
C 8.09881 -3.93279 5.48723 -0.4084 -0.0715 0.3494
C 6.79576 -3.15344 5.53863 0.3576 0.7133 0.2259
O 5.78066 -4.03326 5.96096 -1.7630 0.6668 -0.2344
C 4.52706 -3.27937 6.13482 0.7138 -0.3423 0.0471
C 4.53201 -2.52848 7.46953 -0.0349 0.1610 -0.3244
H 8.30988 -4.30431 6.49551 0.1257 -0.0296 -0.1893
H 7.93978 -4.78945 4.82951 0.2269 0.0329 0.0102
H 8.95009 -3.34859 5.13407 -0.1705 0.0523 -0.0165
H 6.81292 -2.32485 6.27284 0.5268 -0.1563 -0.3247
H 6.55426 -2.70549 4.56223 -0.0321 -0.2447 0.0423
H 4.36924 -2.56867 5.29017 0.2444 -0.4793 0.3307
H 3.70685 -4.00174 6.10934 0.2283 -0.0917 0.0078
H 4.86433 -3.18740 8.27631 -0.1204 0.0651 -0.0972
H 3.53053 -2.13900 7.69835 0.1719 -0.1580 -0.0407
H 5.20651 -1.66774 7.41462 -0.0951 -0.1175 0.1596
C -6.34906 -8.24297 -1.42509 0.2562 -1.3033 1.0879
C -5.35942 -7.18632 -1.73732 -0.2597 0.9362 -0.9785
O -5.09004 -6.48218 -0.54845 0.1646 0.2721 -0.3514
C -4.37661 -5.29627 -0.85210 0.4211 0.2536 -0.0526
C -4.20852 -4.56153 0.45037 0.4362 -0.3161 0.8342
H -5.87395 -8.87239 -0.66077 -0.2648 -0.1479 -0.0509
H -7.24851 -7.84050 -0.95813 -0.0006 0.1259 -0.2654
H -6.59758 -8.89935 -2.25368 -0.0586 0.1675 -0.2348
H -4.41991 -7.54314 -2.20259 -0.2897 -0.1353 0.2319
H -5.82106 -6.49364 -2.47017 0.2927 -0.0371 0.1019
H -3.38157 -5.55529 -1.24667 -0.0601 -0.0130 -0.1025
H -4.89032 -4.73803 -1.64911 -0.0471 0.0404 0.2755
H -3.73516 -5.31287 1.10419 -0.0997 0.4272 0.1268
H -5.15505 -4.31400 0.91112 -0.3548 0.0781 -0.0185
H -3.58091 -3.65989 0.48699 -0.1132 -0.2683 -0.5272
C 2.61672 0.99873 6.03215 -0.1534 -0.3105 -0.6015
C 1.46791 1.47930 6.87318 -0.1879 0.0367 0.8780
O 0.22715 0.98735 6.38316 1.5045 -1.1094 -0.5490
C -0.86878 1.70058 6.81646 -0.6976 0.5105 1.1336
C -2.10995 1.09293 6.21268 0.2503 0.2799 -0.0702
H 2.59568 -0.10141 6.01096 0.1061 0.2670 -0.0086
H 2.53834 1.34897 5.00216 0.0455 0.0391 -0.0369
H 3.57844 1.30756 6.44131 -0.0780 0.0700 0.0698
H 1.69231 1.13073 7.90321 -0.5962 0.0546 -0.1679
H 1.33481 2.56109 6.94476 0.5699 0.2247 -0.1675
H -0.96997 1.59766 7.91547 0.1734 0.3060 -0.1284
H -0.69893 2.77261 6.58565 -0.4461 -0.2285 0.0022
H -2.14319 0.04295 6.51205 -0.1661 0.0489 -0.1044
H -2.05632 1.16348 5.12913 -0.2168 -0.0790 -0.1308
H -2.99647 1.61564 6.57444 -0.0174 -0.1387 -0.1055
C -3.13098 -1.58087 3.72710 0.3157 0.5460 -0.5623
C -2.56074 -2.95677 3.88205 -0.5274 0.8020 0.4706
O -3.68126 -3.75379 4.19800 1.4846 -0.7967 -0.5945
C -3.13094 -5.05315 4.35483 -1.5698 -0.3143 0.6643
C -4.35110 -5.86953 4.74016 0.4217 -0.2380 0.3075
H -2.39788 -0.85796 3.33855 -0.2726 -0.1426 0.0926
H -3.94031 -1.71749 3.01211 0.0045 0.3444 -0.1555
H -3.58815 -1.19074 4.63287 0.1766 -0.0871 0.2180
H -2.09548 -3.31048 2.95853 0.0738 0.0406 -0.1892
H -1.83530 -3.08249 4.69382 0.2129 0.3635 -0.0517
H -2.68199 -5.46493 3.44738 0.0290 0.3051 -0.3696
H -2.32268 -4.97786 5.10238 -0.3830 -0.4653 0.0577
H -5.11349 -5.78857 3.96204 0.1620 -0.0239 0.0156
H -4.76332 -5.46574 5.66266 -0.0838 -0.0566 0.0585
H -4.10047 -6.91128 4.89250 -0.0355 -0.3417 0.0434
C -1.42721 8.77056 0.80478 -0.9698 -0.4730 0.1509
C -1.82029 8.28845 -0.57341 1.1435 -0.8645 -0.8948
O -2.87195 8.98058 -1.18787 0.0880 -0.0134 0.3430
C -3.31410 8.39311 -2.40797 -0.3739 1.2127 -0.2748
C -2.48963 8.75344 -3.66524 -0.3947 -0.6821 0.8879
H -1.14338 9.81732 0.82557 0.1676 0.0643 -0.0644
H -2.26218 8.62098 1.49161 -0.0475 0.1641 0.1109
H -0.62209 8.11978 1.15490 0.1424 0.2719 -0.0280
H -0.90591 8.37942 -1.19080 -0.1623 -0.0568 -0.1001
H -2.05009 7.19692 -0.57630 0.0028 0.4405 0.2639
H -3.45666 7.31648 -2.33473 0.2105 -0.1529 0.2494
H -4.29937 8.86644 -2.50579 0.0217 -0.3198 -0.2970
H -1.49981 8.29410 -3.64834 0.0720 0.2359 0.0463
H -2.44258 9.83016 -3.79474 0.1580 0.0489 -0.0671
H -3.02747 8.29537 -4.49133 -0.0171 0.1151 -0.3234
C 1.39646 -0.73109 -5.62101 -0.0902 0.3041 -0.6068
C 0.92824 -1.31637 -6.96253 -0.3351 -0.4526 0.1348
O -0.49948 -1.43321 -7.04226 1.1702 0.2793 0.6690
C -1.07133 -0.14920 -7.12628 -0.5853 -0.7007 -1.4974
C -2.55110 -0.41214 -7.20767 -0.3757 0.6227 0.4983
H 2.46709 -0.90830 -5.49255 -0.0826 -0.0887 0.1680
H 1.25993 0.37000 -5.60563 -0.0521 -0.6002 0.1676
H 0.82772 -1.20413 -4.80704 0.2429 0.1901 -0.1036
H 1.28892 -0.71329 -7.81753 -0.0293 -0.1749 0.2614
H 1.26140 -2.34911 -7.09402 0.2845 0.1741 0.0914
H -0.77858 0.52721 -6.32414 -0.0488 -0.0850 0.1548
H -0.73255 0.24498 -8.10014 0.0140 0.5126 0.2815
H -3.09417 0.52269 -7.34004 -0.1364 0.0212 -0.0748
H -2.88218 -0.84678 -6.26357 -0.1373 -0.1235 -0.0419
H -2.79296 -1.08857 -8.02684 0.1059 0.0213 0.0431
C 1.02251 6.07908 -4.09560 0.8117 0.6271 -0.5639
C 0.95340 5.39569 -5.45167 0.3616 0.6276 0.6053
O -0.12118 4.51706 -5.38415 -0.1714 -0.6882 -0.1060
C -0.30652 3.81793 -6.58668 0.4045 -0.3090 0.1726
C -1.66457 3.19776 -6.55960 -0.5270 0.5706 -0.8528
H 1.83072 6.83970 -4.13871 -0.4856 -0.3275 0.2411
H 0.07936 6.55635 -3.83182 0.0068 0.0001 0.0057
H 1.28486 5.33498 -3.34488 -0.0486 0.0730 0.0909
H 0.75951 6.07032 -6.29569 0.2602 0.3288 0.1573
H 1.92247 4.90127 -5.61483 -0.1931 -0.2442 -0.2044
H -0.24550 4.53804 -7.42558 0.0856 -0.3673 0.0851
H 0.47128 3.03762 -6.70396 -0.0099 0.3550 -0.0686
H -2.36821 4.03513 -6.54983 -0.2556 -0.2693 0.1557
H -1.87530 2.53082 -5.72575 0.2355 -0.0318 -0.0284
H -1.77837 2.69909 -7.52366 -0.3037 -0.3156 0.1513
C 0.83985 -3.78319 0.55785 0.3879 -0.0259 -0.0225
C -0.25761 -4.68922 1.02296 -0.1515 -0.0318 0.2972
O 0.04741 -6.00303 0.62029 -0.8453 -0.2082 -0.2436
C -0.99225 -6.89573 1.03089 0.1151 0.2637 -0.0597
C -0.62277 -8.21400 0.42435 0.4714 -0.5836 0.2918
H 0.70030 -2.76247 0.91217 0.0308 -0.1049 -0.1241
H 1.82079 -4.14927 0.87463 -0.1037 0.0783 0.1141
H 0.82848 -3.79566 -0.53187 0.0782 0.2015 -0.1131
H -0.39299 -4.75278 2.10820 0.0827 0.5984 0.1918
H -1.20327 -4.33038 0.58732 -0.0666 -0.2703 0.0544
H -1.07281 -6.86936 2.13956 0.1533 -0.3045 -0.3985
H -1.97766 -6.59686 0.64904 0.1298 0.3308 -0.0665
H 0.35950 -8.50355 0.81597 -0.1192 -0.0983 -0.1960
H -0.53400 -8.08400 -0.65840 -0.0480 -0.1179 0.1301
H -1.32407 -9.02225 0.64479 -0.0575 0.1859 -0.0213
C 5.02216 -5.78412 -1.19639 -0.7724 0.1854 -1.0628
C 3.59280 -5.42745 -1.62919 -0.4834 -0.2515 0.2573
O 3.56815 -5.17799 -3.01223 0.1852 0.4819 -1.2495
C 2.26363 -4.96439 -3.57963 -0.0276 -0.1775 1.1132
C 2.33910 -4.42628 -4.98371 0.0629 -0.1125 0.2306
H 5.64077 -4.95511 -1.55281 0.1862 -0.1131 0.2375
H 5.10169 -5.88237 -0.11950 0.0353 -0.0597 0.0931
H 5.34691 -6.69010 -1.71355 0.0504 0.0196 0.2312
H 2.82593 -6.20295 -1.48118 0.3482 -0.1282 0.6704
H 3.27878 -4.53667 -1.05777 -0.1347 -0.0448 -0.1810
H 1.68712 -5.90925 -3.59123 0.2324 0.2096 0.2718
H 1.73750 -4.23993 -2.92513 -0.0270 -0.2582 -0.1983
H 1.30964 -4.37502 -5.37945 0.4813 0.1147 0.0501
H 2.92294 -5.12333 -5.59133 -0.0051 0.2747 -0.1101
H 2.80009 -3.43447 -4.94472 -0.0277 -0.0822 -0.3534
C 3.49588 2.17480 1.22436 0.2116 -0.2608 -0.5724
C 3.82721 3.63010 0.97474 0.2957 -0.1755 0.5924
O 2.64009 4.27979 0.58325 0.1099 0.4827 -0.5307
C 2.94293 5.57875 0.09564 0.2099 0.4069 0.1139
C 1.64955 6.30462 -0.19213 -0.5337 -0.6409 0.2279
H 3.19978 1.79355 0.24321 -0.1073 -0.3252 0.1621
H 4.35142 1.57600 1.56373 -0.1184 0.3249 -0.0038
H 2.65418 2.02670 1.89846 0.0601 0.1662 0.1345
H 4.22145 4.14414 1.86719 0.0420 -0.1689 -0.0442
H 4.60061 3.71048 0.18865 -0.2269 -0.0035 0.1109
H 3.55551 6.10717 0.84547 -0.1571 0.0096 -0.0587
H 3.55821 5.52635 -0.81628 -0.0716 -0.1905 0.0637
H 1.75814 7.29145 -0.64352 0.2015 -0.0606 0.1457
H 1.04997 6.36310 0.72904 0.1773 0.1869 -0.2277
H 1.08631 5.67193 -0.88394 -0.1062 0.1590 -0.0662
C -5.53485 -2.17172 -2.67679 0.1119 0.5056 -0.0428
C -4.09382 -2.15997 -3.12579 0.7911 -0.2390 -0.2919
O -3.48277 -0.93612 -2.76046 -0.7552 0.6598 -0.1142
C -2.12164 -0.81416 -3.07512 0.5076 -1.4466 0.2719
C -1.64753 0.56392 -2.79152 -0.1779 0.5792 -0.1927
H -6.03900 -3.07329 -3.03819 0.0385 0.1406 0.1533
H -5.60016 -2.08825 -1.59165 -0.1299 -0.1813 -0.0200
H -6.02849 -1.28398 -3.09771 -0.0119 -0.2937 0.0703
H -3.47897 -2.96199 -2.67508 -0.3882 -0.1052 -0.1558
H -4.05660 -2.28520 -4.22558 0.1412 -0.0054 0.2493
H -1.56844 -1.53463 -2.42866 -0.0091 0.1365 -0.4435
H -1.91934 -1.06180 -4.13335 -0.1503 -0.1353 0.1597
H -1.80862 0.82214 -1.74962 0.0555 0.0794 0.1516
H -2.22055 1.24732 -3.41508 -0.0241 0.2899 -0.0042
H -0.59159 0.67492 -3.04204 0.0272 -0.0334 0.1018
```
Positions in Å, forces in eV/Å.

Computed properties:
Energy relative to the best compared isomer or geometry (same formula, charge and spin) in kcal/mol: 0.0
Lowest unoccupied orbital energy in eV: 0.59
HOMO level in eV: -9.2465
Gap between HOMO and LUMO in eV: 9.84
Net charge: 0

Results of the Mulliken charge analysis, in e, for atoms 1 through 6: atom 1 (F): -0.472, atom 2 (C): 0.761, atom 3 (C): -0.537, atom 4 (C): -0.434, atom 5 (C): -0.838, atom 6 (C): -0.192